(1)
Formula: CH3N3O3
Source: the OMol25 dataset
Level of theory: ωB97M-V/def2-TZVPD

```
10
Properties=species:S:1:pos:R:3:forces:R:3:lowdin_spin:R:1
C 3.965689 0.154066 0.147209 -0.05 0.07 0.13 0.006
N 0.858246 -0.485879 -1.354929 4.19 3.06 -7.12 0.749
N -0.321070 -0.345714 0.590331 0.10 1.16 1.46 0.057
N 0.343382 -1.065790 -0.389721 -4.70 1.29 6.15 0.509
O 0.408530 -2.260985 -0.188675 0.86 -5.08 -0.09 0.614
O 3.986199 -0.845791 0.699332 0.05 -1.62 0.77 0.002
O 3.942639 1.172452 -0.375283 -0.05 1.53 -0.91 0.005
H 0.712836 0.520245 -1.369133 -0.21 -0.08 0.36 0.036
H -0.704908 0.553633 0.342157 -0.21 -0.32 -0.34 0.013
H -0.852636 -0.917804 1.231011 0.00 -0.01 -0.40 0.010
```
Forces are in eV/Å.

Calculated values
* gap between HOMO and LUMO (alpha / beta): 6.980 / 7.876 eV
* energy: -429.67523 hartree
* total charge: 0
* energy relative to the best compared isomer or geometry (same formula, charge and spin): 0.00 kJ/mol
* spin multiplicity: 3
* maximum force: 0.1714 hartree/bohr
* HOMO energy (alpha / beta): -6.433 / -10.433 eV



(2)
Formula: CH3N3OS
Source: the OMol25 dataset
Level of theory: ωB97M-V/def2-TZVPD

```
9
Properties=species:S:1:pos:R:3:forces:R:3:mulliken_charge:R:1
C 0.684619 -1.636375 1.035816 -0.15 -0.18 0.67 0.136
N 1.044214 1.922936 -2.154832 0.52 -1.09 -0.53 -0.122
N 0.270267 1.445598 -1.423081 -0.05 -0.13 0.29 -0.079
N -0.135851 -1.351965 -0.014676 -0.46 0.35 -0.97 -0.196
O 1.880125 -1.586758 1.009790 0.34 0.01 0.10 -0.484
S 0.418625 -0.931479 -1.528538 -0.04 0.61 -0.17 -0.044
H 0.099436 -1.940264 1.924154 0.11 0.03 0.02 0.295
H 1.146493 2.936008 -2.262809 -0.40 0.54 0.35 0.245
H -1.137730 -1.404119 0.100195 0.13 -0.13 0.25 0.248
```
Forces are in eV/Å.

Calculated values
* gap between HOMO and LUMO (alpha / beta): 7.848 / 8.200 eV
* energy: -677.50077 hartree
* total charge: 0
* energy relative to the best compared isomer or geometry (same formula, charge and spin): 314.91 kJ/mol
* maximum force: 0.0257 hartree/bohr
* HOMO energy (alpha / beta): -8.613 / -8.358 eV



(3)
Formula: CH3N3S
Source: the OMol25 dataset
Level of theory: ωB97M-V/def2-TZVPD

```
8
Properties=species:S:1:pos:R:3:forces:R:3:mulliken_charge:R:1
C 0.744506 -0.493894 0.327721 2.32 -0.02 -0.87 -0.097
N -0.076456 -1.321819 -0.157073 1.49 -2.61 0.81 -0.220
N -1.308698 -0.894830 -0.308628 -2.93 -0.74 -0.60 -0.267
N 0.180847 0.885598 0.357294 3.01 1.18 5.54 -0.298
S -1.163369 0.642516 -0.434744 -1.17 2.00 -3.43 0.129
H 1.804787 -0.940651 0.427675 -1.65 1.91 0.39 0.306
H -0.188337 0.771090 -1.526349 -1.74 -0.43 -0.39 0.157
H 0.006716 1.351991 1.314101 0.68 -1.29 -1.45 0.290
```
Forces are in eV/Å.

Calculated values
* gap between HOMO and LUMO: 9.143 eV
* energy: -602.19727 hartree
* total charge: 0
* energy relative to the best compared isomer or geometry (same formula, charge and spin): 256.36 kJ/mol
* maximum force: 0.1247 hartree/bohr
* HOMO energy: -8.702 eV



(4)
Formula: CH3N3S2
Source: the OMol25 dataset
Level of theory: ωB97M-V/def2-TZVPD

```
9
Properties=species:S:1:pos:R:3:forces:R:3:mulliken_charge:R:1
C -0.847277 -1.190615 -2.005785 -0.17 -0.38 0.03 0.088
N 0.093867 -0.640388 -1.724596 2.31 1.00 -1.03 -0.397
N -0.461981 0.058176 0.515840 1.77 2.84 0.49 -0.094
N 0.325372 1.164130 0.214187 -1.76 -1.80 -0.53 -0.289
S 1.358268 0.132938 2.827976 -0.46 -0.07 0.02 -0.380
S -0.199716 -0.618547 1.924571 0.42 0.30 -0.23 0.221
H -1.689913 -1.749674 -1.894577 -2.02 -1.17 -0.34 0.292
H 0.950203 1.484955 0.950037 0.27 -0.22 -0.24 0.251
H 0.471177 1.359025 -0.807653 -0.36 -0.49 1.83 0.308
```
Forces are in eV/Å.

Calculated values
* gap between HOMO and LUMO (alpha / beta): 7.808 / 7.812 eV
* energy: -1000.44794 hartree
* total charge: 0
* energy relative to the best compared isomer or geometry (same formula, charge and spin): 85.73 kJ/mol
* maximum force: 0.0658 hartree/bohr
* HOMO energy (alpha / beta): -8.455 / -8.455 eV



(5)
Formula: CH3N3S2
Source: the OMol25 dataset
Level of theory: ωB97M-V/def2-TZVPD

```
9
Properties=species:S:1:pos:R:3:forces:R:3:mulliken_charge:R:1
C -2.370944 -0.431996 -0.090010 0.30 -0.59 -0.05 0.013
N -2.362026 0.844930 -0.152045 -0.17 1.00 -0.02 -0.394
N 0.121429 0.494274 -0.498778 0.39 -1.10 -0.80 -0.056
N 1.391027 0.589690 -0.162837 -0.03 0.26 0.14 -0.342
S -1.008127 -1.442602 0.015257 0.33 0.09 0.19 -0.207
S -0.922981 1.613032 0.116089 -0.37 0.31 0.48 0.156
H -3.336365 -0.918593 -0.087601 -0.26 0.01 0.01 0.348
H 1.983494 -0.094114 -0.610202 -0.05 0.15 -0.02 0.239
H 1.673679 0.904797 0.759779 -0.14 -0.13 0.07 0.243
```
Forces are in eV/Å.

Calculated values
* gap between HOMO and LUMO (alpha / beta): 6.798 / 7.001 eV
* energy: -1000.42842 hartree
* total charge: 0
* energy relative to the best compared isomer or geometry (same formula, charge and spin): 136.98 kJ/mol
* maximum force: 0.0274 hartree/bohr
* HOMO energy (alpha / beta): -7.630 / -7.739 eV



(6)
Formula: CH3N3S2
Source: the OMol25 dataset
Level of theory: ωB97M-V/def2-TZVPD

```
9
Properties=species:S:1:pos:R:3:forces:R:3:mulliken_charge:R:1
C 0.727467 -0.204454 0.211987 0.16 0.08 0.27 -0.126
N 0.088337 1.038905 0.245856 1.73 -1.65 0.91 -0.075
N -1.164488 1.096831 0.335700 -1.02 2.72 -0.82 -0.300
N -1.919721 0.216280 -0.259398 2.26 -1.74 0.57 -0.123
S 2.377829 -0.796933 0.375644 -2.08 -0.52 0.03 0.046
S 3.997112 -0.137561 -0.417331 -0.30 0.85 -0.18 -0.224
H 0.082663 -1.056239 0.552435 0.85 0.48 0.01 0.316
H -2.856115 0.421890 -0.528499 -0.34 0.03 0.25 0.252
H -1.333087 -0.578715 -0.516398 -1.27 -0.26 -1.03 0.234
```
Forces are in eV/Å.

Calculated values
* gap between HOMO and LUMO (alpha / beta): 7.317 / 6.461 eV
* energy: -1000.39531 hartree
* total charge: 0
* energy relative to the best compared isomer or geometry (same formula, charge and spin): 223.91 kJ/mol
* maximum force: 0.0587 hartree/bohr
* HOMO energy (alpha / beta): -8.372 / -8.009 eV



(7)
Formula: CH3N3Si
Source: the OMol25 dataset
Level of theory: ωB97M-V/def2-TZVPD

```
8
Properties=species:S:1:pos:R:3:forces:R:3:mulliken_charge:R:1
C 0.673728 0.569447 0.378262 0.14 2.52 0.41 -0.214
N 0.434375 0.016702 1.497908 1.75 2.01 0.39 -0.189
N -0.282961 -1.105382 1.317441 -1.40 -3.35 0.39 -0.186
N -0.731795 -1.318238 0.197898 -2.43 -1.36 -0.72 -0.147
Si -0.471035 -0.013371 -0.984495 3.39 -1.34 1.15 0.393
H 1.230089 1.463831 0.540990 0.61 0.70 -0.40 0.404
H -1.458709 1.007449 -1.082918 -0.81 0.40 -0.72 -0.042
H 0.606309 -0.620438 -1.865087 -1.25 0.43 -0.51 -0.018
```
Forces are in eV/Å.

Calculated values
* gap between HOMO and LUMO: 8.446 eV
* energy: -493.52767 hartree
* total charge: 0
* energy relative to the best compared isomer or geometry (same formula, charge and spin): 73.40 kJ/mol
* SMILES string: C1=NN=N[SiH2]1
* maximum force: 0.0743 hartree/bohr
* HOMO energy: -9.049 eV



(8)
Formula: CH3N4
Source: the OMol25 dataset
Level of theory: ωB97M-V/def2-TZVPD

```
8
Properties=species:S:1:pos:R:3:forces:R:3:lowdin_spin:R:1
C 0.264245 0.008834 0.445160 0.04 0.65 0.22 0.353
N 1.229328 -0.952016 0.521219 -0.90 0.59 -0.28 0.018
N 1.795127 -0.023470 -0.218052 1.24 0.06 0.09 0.293
N 1.064617 1.123312 0.229131 0.86 0.30 -0.44 0.019
N -1.819383 -0.545564 0.139351 2.05 -0.61 -0.19 1.236
H 1.119308 1.971760 -0.414960 -1.09 -1.40 0.79 -0.001
H -1.913857 -0.031774 -0.707322 -1.26 0.72 -0.71 0.040
H -1.739383 -1.551079 0.005473 -0.93 -0.29 0.52 0.041
```
Forces are in eV/Å.

Calculated values
* gap between HOMO and LUMO (alpha / beta): 8.501 / 7.646 eV
* energy: -258.27715 hartree
* total charge: +1
* energy relative to the best compared isomer or geometry (same formula, charge and spin): 491.61 kJ/mol
* spin multiplicity: 3
* maximum force: 0.0417 hartree/bohr
* HOMO energy (alpha / beta): -15.237 / -16.685 eV



(9)
Formula: CH3N5
Source: the OMol25 dataset
Level of theory: ωB97M-V/def2-TZVPD

```
9
Properties=species:S:1:pos:R:3:forces:R:3:mulliken_charge:R:1
H 2.183729 1.301932 -0.457933 0.03 0.06 -0.11 0.283
N 1.509959 0.799747 -1.031267 -0.19 0.02 0.16 -0.621
C 0.624391 0.328461 -0.269178 -0.10 -0.33 -0.14 0.433
N 0.547285 0.401542 1.164181 0.30 0.00 -0.31 -0.178
N -0.491522 -0.167248 1.534060 -0.24 0.23 0.86 -0.260
N -1.266460 -0.544619 0.500517 -0.19 -0.83 -0.16 -0.017
N -0.470472 -0.472029 -0.652062 0.20 0.41 -0.21 -0.214
H -1.626425 -1.488136 0.656851 -0.02 0.34 0.08 0.276
H -1.010486 -0.159651 -1.445171 0.19 0.11 -0.17 0.297
```
Forces are in eV/Å.

Calculated values
* gap between HOMO and LUMO: 9.745 eV
* energy: -313.61141 hartree
* total charge: 0
* energy relative to the best compared isomer or geometry (same formula, charge and spin): 124.82 kJ/mol
* SMILES string: [H]/N=c1\nn[nH][nH]1
* maximum force: 0.0178 hartree/bohr
* HOMO energy: -9.345 eV



(10)
Formula: CH3N5
Source: the OMol25 dataset
Level of theory: ωB97M-V/def2-TZVPD

```
9
Properties=species:S:1:pos:R:3:forces:R:3:mulliken_charge:R:1
N 0.273044 -1.348485 0.844154 -1.83 2.38 3.24 -0.572
C 0.185403 -0.118863 0.146764 -2.57 -1.39 -2.25 0.327
N 1.108779 0.738291 0.063906 0.73 1.73 -0.92 -0.273
N 0.678657 1.676971 -0.891577 1.40 0.44 1.21 -0.198
N -0.453912 1.420088 -1.322087 -1.33 -1.40 -0.46 -0.226
N -0.858749 0.237422 -0.760425 1.08 -0.43 1.36 0.024
H -0.438874 -1.117841 1.723469 2.31 -1.38 -2.55 0.313
H 1.224705 -1.231264 1.259342 -0.89 -0.62 -0.11 0.350
H -1.719053 -0.256319 -1.063544 1.11 0.69 0.47 0.254
```
Forces are in eV/Å.

Calculated values
* gap between HOMO and LUMO: 11.077 eV
* energy: -313.62758 hartree
* total charge: 0
* energy relative to the best compared isomer or geometry (same formula, charge and spin): 82.37 kJ/mol
* SMILES string: Nc1nnn[nH]1
* maximum force: 0.0859 hartree/bohr
* HOMO energy: -10.529 eV